# 1
Entry from the OMol25 dataset: a structure of composition C44H38AsF3N3O2Pd (the ωB97M-V functional and the def2-TZVPD basis).

Structure (ORCA input):
```
! RIJCOSX wB97M-V def2-TZVPD def2/J DEFGRID3
* xyz 1 3
Pd 0.47166 -0.02178 1.38571
F -8.30548 3.66112 0.75509
C -7.65738 3.19687 -0.32070
F -8.49875 2.38167 -0.98086
F -7.42498 4.24928 -1.13373
C -6.37620 2.49890 0.03589
C -5.59551 1.98374 -0.99386
C -4.39954 1.35896 -0.70102
C -3.96041 1.24173 0.62367
C -4.76699 1.74047 1.64594
C -5.96881 2.36838 1.35346
C -2.67555 0.66529 0.89660
C -1.52423 0.30009 1.02608
H -5.93066 2.07229 -2.01989
H -3.78806 0.94874 -1.49523
H -4.44141 1.64195 2.67256
H -6.58558 2.75976 2.15047
C -2.17027 4.05799 -2.04459
N -1.46210 3.72309 -0.82982
N -0.38270 2.86686 -0.82696
C 0.09742 2.75692 0.44528
O 1.04515 1.96289 0.74798
C -0.67937 3.63160 1.23682
C -1.62830 4.19545 0.41837
C -2.72341 5.14690 0.75105
C 0.00198 2.14603 -1.99851
C 0.83627 2.75866 -2.92157
C 1.17078 2.08417 -4.08647
C 0.69019 0.79929 -4.30604
C -0.12517 0.18620 -3.36384
C -0.48115 0.86213 -2.20486
H -2.38437 3.15550 -2.61364
H -1.59589 4.74657 -2.66595
H -3.11129 4.52105 -1.76186
H -0.56953 3.78478 2.29535
H -2.63194 5.45647 1.78899
H -3.69747 4.67081 0.62028
H -2.68897 6.03730 0.12278
H 1.20733 3.75684 -2.72657
H 1.80787 2.56005 -4.82030
H 0.95199 0.27501 -5.21614
H -0.49210 -0.81931 -3.53003
H -1.11770 0.40718 -1.45513
O 0.69191 -2.21984 1.50559
As 1.51466 -2.69592 0.12453
C 0.27280 -3.00792 -1.29071
C 0.66916 -3.64493 -2.46318
C -0.25931 -3.84850 -3.47263
C -1.57391 -3.43030 -3.29909
C -1.96467 -2.80535 -2.12264
C -1.04011 -2.58751 -1.10979
C 2.67743 -1.23857 -0.31008
C 2.79198 -0.73828 -1.60151
C 3.59546 0.36848 -1.83302
C 4.26479 0.97693 -0.78053
C 4.14952 0.47741 0.50884
C 3.35937 -0.63582 0.75110
C 2.54289 -4.27729 0.39532
C 3.93185 -4.22453 0.40904
C 4.65449 -5.38866 0.63077
C 3.98978 -6.58860 0.83693
C 2.60113 -6.63677 0.82154
C 1.87191 -5.48048 0.59876
H 1.69036 -3.98745 -2.58847
H 0.03740 -4.34308 -4.38786
H -2.29935 -3.60444 -4.08311
H -2.99149 -2.49091 -1.98696
H -1.33464 -2.10129 -0.18666
H 2.25264 -1.19872 -2.42012
H 3.68887 0.75974 -2.83647
H 4.88076 1.84705 -0.96593
H 4.67220 0.95061 1.32917
H 3.28374 -1.03886 1.75664
H 4.44904 -3.28714 0.24431
H 5.73572 -5.35781 0.63957
H 4.55630 -7.49438 1.00780
H 2.08829 -7.57563 0.98101
H 0.78876 -5.51543 0.58357
N 0.43502 -0.30019 3.56193
C 1.80247 -0.40508 3.96988
C 2.57875 0.74552 4.03129
C 3.92685 0.64315 4.33839
C 4.50178 -0.60012 4.56532
C 3.71808 -1.74467 4.49494
C 2.36645 -1.65303 4.19965
H -0.07477 -1.17006 3.67324
H -0.06528 0.45656 4.01296
H 2.13294 1.71058 3.81883
H 4.53037 1.53953 4.39555
H 5.55443 -0.67643 4.80149
H 4.15893 -2.71639 4.67455
H 1.75489 -2.54303 4.12142
*
```

Output
- HOMO-LUMO gap (alpha / beta) (eV) = 8.695 / 6.991
- E_tot (Ha) = -4677.22452
- <S²> = 2.01
- relative energy (zero: lowest compared OMol25 entry of this formula, charge and spin) (eV) = 0.029

# 2
Entry from the OMol25 dataset: a cluster of 2 separate species, C6H15N2O in total at a distorted geometry (the ωB97M-V functional and the def2-TZVPD basis).

Structure (ORCA input):
```
! RIJCOSX wB97M-V def2-TZVPD def2/J DEFGRID3
* xyz 1 3
C -2.00018 0.48487 -1.04836
C -2.23042 0.61687 0.42976
C -0.08286 -0.02502 0.07418
C 1.68385 2.20773 0.48995
C 0.63090 -2.49584 -0.09978
C 1.85200 0.77382 0.11234
N -0.81019 -0.30227 -1.10938
N 0.08626 -1.43888 0.72921
O -0.84095 0.69830 0.96988
H -2.93548 0.14288 -1.44061
H -1.70399 1.43359 -1.60004
H -2.81400 1.51337 0.75344
H -2.60857 -0.37921 0.69096
H 2.08803 2.48953 1.46415
H 0.66722 2.51408 0.53088
H 2.18249 2.87580 -0.23323
H 1.61635 -2.01419 -0.53037
H 0.92027 -3.38149 0.37651
H 0.01006 -2.78061 -1.14799
H 2.27499 0.01144 0.69566
H 2.27229 0.43162 -0.91825
H -0.25947 -0.25563 -1.95426
H 0.77798 -1.36748 1.48403
H -0.77659 -1.75330 1.28132
*
```

Output
- HOMO-LUMO gap (alpha / beta) (eV) = 6.195 / 7.906
- E_tot (Ha) = -421.83996
- <S²> = 2.01
- relative energy (zero: lowest compared OMol25 entry of this formula, charge and spin) (eV) = 2.916

# 3
Entry from the OMol25 dataset: a structure of composition C32H33OSi at a distorted geometry (the ωB97M-V functional and the def2-TZVPD basis).

Structure (ORCA input):
```
! RIJCOSX wB97M-V def2-TZVPD def2/J DEFGRID3
* xyz 1 1
C 2.52881 -5.26846 -0.70983
Si 1.95187 -3.49081 -0.71658
C 1.86672 -2.78047 -2.44923
C 0.35292 -3.26158 0.20748
O 3.27377 -2.69874 0.08484
C 3.35248 -1.42481 0.52127
C 4.62886 -0.82413 0.39848
C 4.57046 0.66368 0.11883
C 4.20963 1.55195 1.16432
C 4.22787 2.95060 0.96177
C 4.52788 3.44661 -0.31740
C 4.86013 2.58173 -1.37970
C 4.88938 1.19240 -1.14774
C 2.17665 -0.73252 1.09399
C 1.49275 0.24359 0.33492
C 0.37715 0.85264 0.88724
C -0.06566 0.47127 2.16226
C 0.58973 -0.53606 2.88582
C 1.71985 -1.14667 2.36070
H 1.75573 -5.95595 -1.10965
H 3.42140 -5.37772 -1.33709
H 2.77380 -5.59224 0.30719
H 1.05709 -3.26863 -3.01900
H 1.67182 -1.69546 -2.43515
H 2.81582 -2.95321 -2.98252
H -0.43926 -3.91189 -0.21995
H 0.47028 -3.55220 1.27047
H -0.03875 -2.22545 0.18210
H 5.29156 -1.37685 -0.29610
H 3.99377 1.14199 2.15590
H 4.01679 3.62176 1.81028
H 4.59238 4.54702 -0.48467
H 5.09594 2.97885 -2.37593
H 5.22293 0.52539 -1.94490
H 1.91848 0.52604 -0.62633
H -0.12174 1.64264 0.32153
H -0.93504 0.97612 2.59524
H 0.23154 -0.82857 3.87804
H 2.28421 -1.91138 2.89768
C 5.14349 -3.54562 2.33607
C 5.37093 -4.91940 2.69098
C 4.27254 -5.73825 3.10000
C 4.45398 -7.07857 3.39588
C 5.73483 -7.65360 3.33302
C 6.81585 -6.88536 2.90461
C 6.65913 -5.52584 2.60480
C 6.12766 -2.71278 1.83771
C 5.91072 -1.28914 1.74024
C 7.13448 -0.44177 1.68703
C 7.25646 0.75246 2.42801
C 8.44819 1.46638 2.45440
C 9.55660 0.98439 1.74797
C 9.44473 -0.14424 0.93723
C 8.24381 -0.87945 0.93207
H 4.15201 -3.11908 2.63494
H 3.26647 -5.28115 3.12518
H 3.61722 -7.67586 3.72967
H 5.87793 -8.69468 3.60620
H 7.81971 -7.30942 2.84812
H 7.51245 -4.91882 2.26414
H 7.07247 -3.17036 1.48542
H 5.10970 -0.90859 2.44048
H 6.38516 1.12764 3.01016
H 8.52492 2.37602 3.03305
H 10.46173 1.59690 1.68517
H 10.27281 -0.48719 0.32690
H 8.16550 -1.80345 0.32587
*
```

Output
- HOMO-LUMO gap (eV) = 6.420
- E_tot (Ha) = -1603.68821
- relative energy (zero: lowest compared OMol25 entry of this formula, charge and spin) (eV) = 0.609

# 4
Entry from the OMol25 dataset: the molecule C5H7FS2 at a distorted geometry (the ωB97M-V functional and the def2-TZVPD basis).

Structure (ORCA input):
```
! RIJCOSX wB97M-V def2-TZVPD def2/J DEFGRID3
* xyz 0 1
F 1.74880 -1.21745 0.97747
C 1.15215 -0.50116 -0.06740
C 0.08449 -1.23661 -0.78587
S -1.60956 -1.12686 -0.13165
C -1.64190 0.50541 0.67012
S -0.54671 1.66630 -0.16951
C 0.98151 0.96388 0.34843
C 2.08678 0.54448 -0.66457
H 0.05930 -0.97885 -1.91408
H 0.32772 -2.28215 -0.82643
H -1.36015 0.40898 1.72122
H -2.65653 0.92574 0.61153
H 1.36600 1.12777 1.30698
H 3.06500 0.61402 -0.21099
H 1.98164 0.85450 -1.67118
*
```

Output
- HOMO-LUMO gap (eV) = 9.474
- SMILES string = F[C@@]12CSCS[C@@H]1C2
- E_tot (Ha) = -1090.91286
- relative energy (zero: lowest compared OMol25 entry of this formula, charge and spin) (eV) = 0.711

# 5
Entry from the OMol25 dataset: a cluster of 6 separate species, C2H16O6 in total at a distorted geometry (the ωB97M-V functional and the def2-TZVPD basis).

Structure (ORCA input):
```
! RIJCOSX wB97M-V def2-TZVPD def2/J DEFGRID3
* xyz 0 1
C 0.55972 -0.63145 -4.97291
O 0.64688 -1.72435 -5.99118
H -0.29871 -0.64213 -4.30129
H 1.46310 -0.68276 -4.36515
H 0.54081 0.25633 -5.60505
H 0.08040 -1.40420 -6.69701
C 0.67038 -0.38921 4.65194
O 1.57630 -1.25611 5.29817
H 1.17132 0.05108 3.78979
H -0.21242 -0.89423 4.25985
H 0.32822 0.37201 5.35306
H 2.18585 -1.58267 4.63229
O 2.54136 -3.33296 1.31070
H 2.32551 -4.15817 0.87632
H 1.82578 -2.74288 1.07411
O -0.43760 3.14646 -2.10230
H -0.43019 3.56064 -2.96521
H -0.92790 3.75414 -1.54862
O -3.45873 2.64812 2.32335
H -3.26698 3.22064 3.06611
H -3.74109 3.24288 1.62854
O -0.74103 -0.50857 0.13962
H -1.37818 -0.24250 0.80256
H -1.02281 -0.06012 -0.65770
*
```

Output
- HOMO-LUMO gap (eV) = 10.281
- SMILES string = CO.CO.O.O.O.O
- E_tot (Ha) = -537.16531
- relative energy (zero: lowest compared OMol25 entry of this formula, charge and spin) (eV) = 2.173

# 6
Entry from the OMol25 dataset: a structure of composition C10H19AlNOS at a distorted geometry (the ωB97M-V functional and the def2-TZVPD basis).

Structure (ORCA input):
```
! RIJCOSX wB97M-V def2-TZVPD def2/J DEFGRID3
* xyz -1 1
C 0.92640 1.04926 -0.33954
C 2.01583 -0.09315 -0.78257
O 1.55371 -0.97267 -1.86958
Al 1.11238 -2.67366 -1.13570
C -0.15281 -2.43461 0.45816
S 0.67458 -2.16178 2.11184
C 2.43374 -2.79206 2.16046
C 2.50167 -4.15260 3.11403
H 0.28326 1.40816 -1.26968
H 1.51397 1.96775 0.12918
H 0.13784 0.66661 0.46741
H 2.32912 -0.77133 0.12871
H 2.99366 0.46721 -1.17108
H 2.37197 -3.59578 -0.86438
H 0.25769 -3.43149 -2.27615
H -0.96804 -3.30383 0.52207
H -0.78991 -1.44974 0.23510
H 2.95805 -2.91856 1.12263
H 3.06940 -1.96891 2.74605
H 3.01888 -4.99012 2.45222
H 3.09073 -3.90348 4.09739
H 1.38046 -4.46645 3.34915
N -1.45363 3.15156 -1.30747
C -2.14372 3.51920 -2.40927
C -3.44894 3.98374 -2.38169
C -4.08949 4.07413 -1.15042
C -3.40566 3.70104 0.00210
C -2.10115 3.25196 -0.12633
H -1.60197 3.42751 -3.34616
H -3.95393 4.26772 -3.29798
H -5.11295 4.43252 -1.08928
H -3.87698 3.75927 0.97664
H -1.52415 2.95257 0.74415
*
```

Output
- HOMO-LUMO gap (eV) = 7.168
- E_tot (Ha) = -1163.01299

# 7
Entry from the OMol25 dataset: a cluster of 2 separate species, C13H27Cl2NO3S3 in total at a distorted geometry (the ωB97M-V functional and the def2-TZVPD basis).

Structure (ORCA input):
```
! RIJCOSX wB97M-V def2-TZVPD def2/J DEFGRID3
* xyz 0 1
C -1.56060 -2.88194 0.28420
C -1.45982 -3.01576 -1.35710
C -0.51778 -1.87524 -2.07237
C -1.07018 -0.33818 -1.93850
N -0.65543 0.38892 -0.67898
C -1.23710 1.80670 -0.86201
C -1.46485 2.60595 0.55273
C -0.29028 3.69492 0.91320
C 0.46043 3.12858 2.28227
O -0.40331 3.12142 3.47455
S -0.20712 1.66667 4.37669
O 1.31925 1.30599 4.50283
O -1.01995 0.38319 3.53677
C 0.84439 0.44715 -0.49527
S 1.49744 -0.50109 0.80147
S 2.06960 1.39832 -1.54498
C 3.47505 2.01153 -0.40667
C 4.82652 1.10074 -0.61282
C 4.97058 -0.12358 0.51407
H -1.85155 -3.96361 0.69615
H -0.45285 -2.70020 0.68322
H -2.30284 -2.04326 0.62384
H -0.92007 -4.06117 -1.55921
H -2.53270 -3.13495 -1.86651
H -0.52575 -2.12970 -3.23858
H 0.58410 -2.04500 -1.71786
H -0.79611 0.25466 -2.91204
H -2.26074 -0.41801 -1.89662
H -0.61888 2.45473 -1.62671
H -2.31991 1.69136 -1.35150
H -1.53691 1.83751 1.43276
H -2.49147 3.21108 0.48764
H 0.53611 3.68320 0.06729
H -0.68098 4.79689 1.07685
H 1.38280 3.82424 2.54001
H 0.86925 2.05583 1.99816
H -0.66660 -0.50285 3.84800
H 3.73134 3.11502 -0.72400
H 3.06468 2.01155 0.69359
H 4.92422 0.67252 -1.71748
H 5.76526 1.81171 -0.42784
H 6.08602 -0.37597 0.76671
H 4.42793 -1.05276 0.04044
H 4.35071 0.16177 1.48015
C -5.10422 -4.82364 -1.66685
Cl -4.62284 -4.67715 -3.36157
Cl -5.10277 -3.24746 -0.86661
H -6.11069 -5.24648 -1.61820
H -4.40138 -5.48414 -1.15329
*
```

Output
- HOMO-LUMO gap (eV) = 7.799
- E_tot (Ha) = -2906.65874

# 8
Entry from the OMol25 dataset: the molecule C5H12N2 at a distorted geometry (the ωB97M-V functional and the def2-TZVPD basis).

Structure (ORCA input):
```
! RIJCOSX wB97M-V def2-TZVPD def2/J DEFGRID3
* xyz 0 1
C -0.14502 -0.24407 -2.67682
C 0.43107 0.19887 -1.29789
C -0.78973 0.13233 -0.20534
C -0.62591 1.15962 0.86623
N 0.67574 1.13383 1.47762
C 1.11293 0.09803 2.15636
N 0.41334 -1.15374 2.10274
H 0.68256 -0.35026 -3.40725
H -0.60592 -1.31444 -2.67373
H -0.84461 0.52374 -2.99295
H 1.11482 -0.54810 -0.91062
H 0.91097 1.18271 -1.41762
H -0.86389 -0.89133 0.19522
H -1.77322 0.14747 -0.69670
H -1.38164 0.96578 1.71982
H -0.69667 2.18271 0.37886
H 2.05441 0.08763 2.77515
H -0.66200 -1.40822 2.24963
H 0.99278 -1.90256 2.35731
*
```

Output
- HOMO-LUMO gap (eV) = 9.779
- SMILES string = CCCC/N=C\N
- E_tot (Ha) = -307.15384
- relative energy (zero: lowest compared OMol25 entry of this formula, charge and spin) (eV) = 2.054